--- a ---
This record from the Open Molecules 2025 dataset describes a molecular structure, C36H36F11N4O6PS3W. The level of theory is ωB97M-V/def2-TZVPD.

LUMO energy (alpha / beta), eV: 2.16 / 2.15
⟨S²⟩: 0.760
HOMO energy (alpha / beta), eV: -4.08 / -3.97

Geometry as ORCA input:
```
! wB97M-V def2-TZVPD RIJCOSX def2/J DEFGRID3
* xyz -1 2
W 0.848 -0.205 0.002
S 4.304 -0.384 0.569
S 0.654 -2.440 1.250
S 3.460 -0.571 -2.103
P -0.520 0.752 1.733
F 5.588 -4.616 3.667
F 1.444 -2.490 4.151
F 6.237 1.370 0.805
F 5.282 -4.614 0.963
F 4.276 2.238 1.059
F 3.376 -3.094 -2.915
F 3.089 -3.564 -0.146
F 3.649 -3.543 5.240
F 5.100 0.991 2.608
F 5.263 -2.529 -2.024
F 4.756 -1.855 -4.011
O -1.523 -2.278 -0.491
O 2.930 -0.435 1.065
O 2.185 -1.099 -1.634
O 5.193 -1.382 1.075
O 3.040 3.302 -1.528
O 3.470 0.368 -3.172
N 1.867 1.495 -0.534
N -0.656 0.604 -1.127
N -2.756 -2.576 -0.350
N 4.438 -0.132 -0.960
C 5.013 1.165 1.285
C 2.367 -3.008 3.325
C -3.735 -1.734 -0.768
C 2.454 2.389 -1.047
C -2.241 -1.302 2.557
C -0.168 2.275 -2.857
C -5.428 -3.231 0.034
C 1.311 1.758 3.502
C -3.098 -3.751 0.244
C 0.427 3.408 1.810
C -1.811 1.196 -0.598
C -0.231 -0.067 -3.477
C -4.154 2.361 0.503
C -4.417 -4.089 0.442
C 0.320 1.622 -5.143
C 0.168 2.592 -4.166
C -5.402 2.966 1.087
C 3.499 -3.547 3.908
C -0.303 3.409 -1.874
C 4.326 -4.098 1.741
C -1.952 1.363 0.787
C 0.713 1.992 -6.548
C -5.063 -2.042 -0.578
C -4.008 2.184 -0.871
C -3.098 1.948 1.308
C 0.111 0.304 -4.775
C -1.800 0.405 4.321
C -0.365 0.927 -2.497
C -0.470 -1.526 -3.208
C 2.172 -2.990 1.948
C 4.267 -2.115 -2.799
C 0.094 2.212 2.695
C -2.865 1.625 -1.417
C 3.187 -3.550 1.184
C 4.486 -4.096 3.111
C -1.217 -0.311 3.102
H -4.804 2.504 -1.537
H -1.284 3.884 -1.963
H -1.101 1.087 4.800
H 0.347 3.634 -4.413
H 1.818 2.620 3.943
H -6.468 -3.481 0.194
H -0.464 3.796 1.313
H -1.788 -1.936 1.803
H -5.734 3.831 0.510
H 0.234 -0.479 -5.516
H -5.803 -1.328 -0.914
H -3.172 2.097 2.380
H -0.344 -0.884 3.422
H 2.025 1.245 2.852
H 1.047 1.071 4.308
H -2.076 -0.349 5.064
H -2.710 0.959 4.080
H 1.613 2.610 -6.549
H -3.375 -0.824 -1.219
H -2.596 -1.941 3.371
H -0.192 3.072 -0.850
H 0.916 1.103 -7.144
H -0.040 -2.123 -4.013
H -2.246 -4.342 0.543
H -0.076 2.560 -7.047
H -3.105 -0.790 2.126
H 0.463 4.161 -2.069
H -6.227 2.248 1.104
H -1.541 -1.744 -3.161
H -4.639 -5.030 0.926
H 0.848 4.209 2.424
H -0.713 2.511 3.368
H 1.159 3.143 1.051
H -2.776 1.521 -2.492
H -0.046 -1.863 -2.269
H -5.233 3.294 2.114
*
```

---

--- b ---
This record from the Open Molecules 2025 dataset describes a molecular structure, C36H36F11N4O6PS3W. The level of theory is ωB97M-V/def2-TZVPD.

LUMO energy (alpha / beta), eV: 2.17 / 2.17
⟨S²⟩: 0.893
HOMO energy (alpha / beta), eV: -4.04 / -3.96

Geometry as ORCA input:
```
! wB97M-V def2-TZVPD RIJCOSX def2/J DEFGRID3
* xyz -1 2
W -0.128 -0.241 -0.158
S 0.918 2.047 -0.600
S 1.512 -2.472 -2.871
S 3.466 -3.128 -1.032
P 0.765 -0.153 2.100
F 3.761 -2.527 -4.319
F 1.800 4.048 -2.537
F 2.596 -5.276 0.224
F 6.054 2.360 -3.525
F 5.661 0.339 -1.746
F 3.406 0.181 -0.345
F 2.868 -0.565 -4.162
F 4.660 -4.743 0.600
F 4.097 4.222 -3.886
F 1.986 -2.051 -5.453
F 4.108 -5.686 -1.270
O 0.428 -3.117 -3.550
O 4.735 -2.772 -1.592
O 2.936 -2.361 0.053
O -1.125 -4.498 -0.423
O 1.201 -1.240 -2.167
O -1.335 0.014 -2.008
N -0.952 0.070 -3.267
N 2.373 -3.517 -2.120
N -1.657 0.623 0.759
N -0.716 -2.185 -0.094
C -3.634 -1.404 1.382
C -0.905 -3.346 -0.281
C -5.081 -0.325 -0.352
C 2.479 2.076 -1.405
C -0.706 -2.174 3.370
C -3.888 -0.331 0.362
C -1.551 2.037 4.766
C -2.957 0.688 0.137
C -2.367 2.931 -0.853
C 2.256 2.228 2.616
C -3.290 1.759 -0.697
C -0.216 0.127 -5.906
C -4.497 1.733 -1.387
C -2.649 2.294 3.949
C 1.687 -2.741 2.987
C 4.704 1.245 -1.940
C -1.498 2.537 6.185
C -1.401 -0.885 -4.097
C 3.095 0.219 3.793
C -0.168 1.069 -3.709
C -1.637 1.122 2.091
C 2.380 0.704 2.528
C 0.709 -1.603 3.276
C 0.217 1.110 -5.031
C -0.504 1.313 4.214
C 2.735 3.112 -2.308
C -6.695 0.672 -2.011
C 3.514 1.163 -1.234
C -0.524 0.868 2.897
C 2.608 -1.871 -4.280
C 3.709 -4.819 -0.341
C -2.702 1.847 2.641
C -1.043 -0.875 -5.427
C -5.396 0.685 -1.250
C 4.908 2.271 -2.840
C 3.913 3.215 -3.019
H -1.040 -2.528 2.396
H -4.736 2.561 -2.049
H 2.522 0.458 4.693
H 0.863 1.915 -5.353
H -5.786 -1.136 -0.192
H -1.326 3.615 6.223
H 3.258 2.666 2.615
H -2.905 3.786 -1.264
H -3.490 2.853 4.347
H 1.276 -3.403 2.227
H 1.837 -3.322 3.902
H 0.950 -1.159 4.247
H -3.400 -0.966 2.355
H -7.083 -0.343 -2.108
H 4.050 0.744 3.877
H -7.459 1.269 -1.506
H -2.432 2.338 6.714
H 0.100 0.132 -6.940
H 3.305 -0.847 3.800
H -4.514 -2.037 1.495
H 3.006 0.453 1.668
H -2.787 -2.025 1.099
H 1.767 2.522 3.546
H 0.120 1.777 -2.944
H -2.005 -1.638 -3.618
H -1.426 -1.441 3.736
H -1.925 3.223 0.101
H -1.534 2.695 -1.515
H 0.355 1.082 4.837
H -0.706 -3.025 4.056
H 1.696 2.656 1.789
H 2.657 -2.414 2.621
H -0.691 2.056 6.739
H -1.392 -1.677 -6.060
H -3.579 2.051 2.041
H -6.571 1.083 -3.013
*
```

---

Most stable structure among those shown: b.